Molecular formula: C25H38F3N3O3W
Method: DFT, wB97M-V/def2-TZVPD

LUMO level (alpha / beta) (eV): -7.434 / -6.735
DFT total energy (Ha): -1731.4297
Multiplicity: 3
Charge: +2
Kohn-Sham gap (alpha / beta) (eV): 6.179 / 6.882

Last column: Löwdin spin population.
Geometry (Å):
1 W -0.688 -0.316 -0.717  1.740
2 C -0.942 -0.918 2.605  0.003
3 O -1.235 -0.037 1.527  0.015
4 C -1.225 1.298 1.980  0.002
5 C -1.468 2.286 0.899  0.001
6 O -1.670 1.649 -0.375  0.040
7 C -2.496 2.361 -1.314  0.008
8 C -2.366 1.911 -2.751  0.002
9 O -2.545 0.512 -2.866  0.020
10 C -3.664 -0.037 -3.588  0.002
11 H -1.669 -0.821 3.448  0.000
12 H -1.049 -1.936 2.226  0.000
13 H 0.056 -0.719 2.920  0.000
14 H -1.984 1.364 2.775  0.000
15 H -0.216 1.452 2.395  0.000
16 H -2.415 2.807 1.110  0.000
17 H -0.701 3.045 0.814  0.000
18 H -3.516 2.231 -0.959  0.000
19 H -2.190 3.402 -1.251  0.001
20 H -3.084 2.477 -3.345  0.000
21 H -1.346 2.192 -3.132  0.001
22 H -3.644 0.172 -4.659  0.000
23 H -3.595 -1.087 -3.475  0.000
24 H -4.591 0.318 -3.117  0.000
25 N 0.155 -0.213 -2.693  0.035
26 C 1.586 0.330 -2.986  0.005
27 C 2.601 -0.788 -3.009  0.001
28 C 2.859 -1.453 -1.606  0.000
29 C 1.728 -2.443 -1.216  0.011
30 N 0.616 -2.010 -0.277  0.020
31 H 0.185 -1.155 -3.098  0.008
32 H -0.534 0.320 -3.173  0.009
33 H 1.789 1.025 -2.158  0.000
34 H 1.510 0.876 -3.916  0.000
35 H 3.524 -0.273 -3.401  0.000
36 H 2.322 -1.545 -3.760  0.000
37 H 2.899 -0.671 -0.859  0.000
38 H 3.781 -2.067 -1.714  0.000
39 H 2.117 -3.323 -0.757  0.000
40 H 1.236 -2.824 -2.117  0.000
41 H 1.067 -1.664 0.576  0.004
42 H 0.071 -2.852 -0.057  0.004
43 C -1.281 -3.373 -2.228  0.007
44 C -2.090 -3.008 -1.007  0.012
45 C -2.879 -3.796 -0.231  -0.012
46 C -3.635 -2.878 0.634  -0.016
47 C -3.276 -1.599 0.325  0.008
48 C -3.899 -0.351 0.941  0.002
49 N -2.258 -1.641 -0.662  -0.007
50 H -0.429 -3.980 -1.886  0.000
51 H -0.969 -2.510 -2.783  0.003
52 H -1.871 -4.052 -2.893  0.000
53 H -2.881 -4.858 -0.370  0.000
54 H -4.436 -3.098 1.272  -0.001
55 H -4.973 -0.482 1.022  0.000
56 H -3.912 0.525 0.280  0.000
57 H -3.422 -0.134 1.855  0.000
58 F 5.868 3.750 5.092  0.000
59 C 5.190 2.610 5.121  0.000
60 F 6.113 1.649 5.381  0.000
61 F 4.342 2.657 6.161  0.000
62 C 4.466 2.304 3.884  0.002
63 C 4.813 1.263 3.048  0.000
64 C 4.001 0.945 1.987  0.005
65 C 2.801 1.615 1.769  0.010
66 C 2.504 2.743 2.526  0.005
67 C 3.340 3.094 3.581  0.000
68 C 1.867 1.121 0.820  0.060
69 C 0.959 0.613 0.159  -0.013
70 H 5.677 0.692 3.261  0.000
71 H 4.321 0.097 1.393  0.000
72 H 1.615 3.330 2.336  0.000
73 H 3.070 3.878 4.285  0.000

Molecular formula: C25H38F7N4O3S
Method: DFT, wB97M-V/def2-TZVPD

LUMO level (eV): -7.010
DFT total energy (Ha): -2516.3050
Charge: +1
Kohn-Sham gap (eV): 2.104

Last column: Löwdin charge in e.
Geometry (Å):
1 C -0.515 -3.693 8.221  0.094
2 C -1.077 -3.097 7.064  -0.079
3 C -1.839 -2.485 5.708  -0.118
4 C -1.957 -3.692 4.556  0.026
5 C -3.090 -4.898 4.801  -0.015
6 N -3.914 -4.760 6.077  0.093
7 C -3.541 -5.696 7.013  0.003
8 O -3.328 -6.830 7.730  0.073
9 C -3.253 -6.171 3.728  0.141
10 C -4.345 -7.369 3.966  -0.185
11 F -4.869 -8.000 2.733  0.048
12 F -3.680 -8.364 4.889  0.019
13 F -5.561 -6.906 4.735  0.024
14 C -2.191 -6.107 2.437  0.019
15 C -2.143 -7.278 1.291  -0.130
16 C -0.592 -7.585 0.755  -0.062
17 C -0.247 -6.876 -0.684  -0.202
18 F 1.129 -6.262 -0.571  -0.008
19 F -0.089 -7.984 -1.696  0.003
20 F -1.264 -5.861 -1.121  0.006
21 C -1.131 -4.826 2.281  0.118
22 N -1.046 -3.687 3.311  -0.139
23 S 0.160 -2.430 3.006  0.945
24 O 0.944 -2.647 1.668  -0.284
25 O -0.476 -0.998 2.881  -0.270
26 F 1.327 -2.512 4.304  -0.196
27 H -0.036 -4.391 9.063  0.089
28 H -1.334 -1.512 5.301  0.114
29 H -2.959 -2.281 6.068  0.142
30 H -2.476 -8.286 1.830  0.137
31 H -2.894 -7.130 0.401  0.151
32 H 0.156 -7.205 1.584  0.137
33 H -0.420 -8.744 0.662  0.151
34 H -0.434 -4.836 1.325  0.143
35 C 1.218 2.536 -3.333  -0.084
36 C 0.245 1.594 -2.630  -0.264
37 N 0.478 0.171 -2.897  -0.186
38 C -0.604 -0.689 -2.401  -0.245
39 C -0.825 -0.750 -0.892  -0.098
40 C 1.831 -0.324 -2.629  -0.246
41 C 2.362 -0.181 -1.208  -0.086
42 H 1.188 2.399 -4.419  0.084
43 H 0.947 3.575 -3.118  0.057
44 H 2.248 2.396 -2.990  0.068
45 H -0.761 1.859 -2.981  0.120
46 H 0.269 1.810 -1.560  0.093
47 H -0.454 -1.710 -2.775  0.112
48 H -1.540 -0.358 -2.866  0.110
49 H -0.075 -1.372 -0.399  0.031
50 H -1.799 -1.206 -0.682  0.069
51 H -0.823 0.239 -0.427  0.071
52 H 2.525 0.187 -3.308  0.104
53 H 1.899 -1.378 -2.928  0.116
54 H 2.119 0.786 -0.760  0.072
55 H 3.454 -0.271 -1.213  0.077
56 H 1.986 -0.971 -0.558  0.041
57 C 2.605 8.359 -0.751  -0.093
58 C 2.152 7.379 -1.830  -0.272
59 N 1.129 7.906 -2.739  -0.190
60 C 0.550 6.876 -3.610  -0.250
61 C 1.472 6.211 -4.629  -0.098
62 C 1.449 9.170 -3.407  -0.250
63 C 2.695 9.205 -4.284  -0.091
64 H 1.761 8.689 -0.136  0.079
65 H 3.330 7.872 -0.091  0.072
66 H 3.096 9.240 -1.175  0.065
67 H 1.743 6.503 -1.309  0.115
68 H 3.033 7.035 -2.375  0.092
69 H -0.314 7.295 -4.140  0.113
70 H 0.130 6.090 -2.971  0.098
71 H 1.662 6.860 -5.486  0.057
72 H 0.994 5.305 -5.020  0.064
73 H 2.429 5.911 -4.196  0.068
74 H 1.546 9.951 -2.642  0.101
75 H 0.587 9.495 -4.005  0.116
76 H 3.545 8.685 -3.834  0.070
77 H 3.001 10.245 -4.447  0.075
78 H 2.505 8.777 -5.268  0.054

Molecular formula: C25H38F9NOY
Method: DFT, wB97M-V/def2-TZVPD

LUMO level (eV): 2.760
DFT total energy (Ha): -2042.7098
Charge: -1
Kohn-Sham gap (eV): 6.372

Last column: Löwdin charge in e.
Geometry (Å):
1 Y -0.166 0.372 0.432  1.379
2 C 1.635 -0.033 -1.625  -0.089
3 C 0.611 -1.012 -1.781  -0.199
4 C 0.728 -1.921 -0.671  -0.209
5 C 1.803 -1.436 0.129  -0.112
6 C 2.364 -0.279 -0.451  -0.284
7 C 3.515 0.523 0.125  -0.560
8 C 3.841 1.717 -0.772  -0.053
9 C 3.131 1.051 1.516  -0.045
10 C 4.754 -0.370 0.252  -0.053
11 C 0.045 -3.254 -0.333  -0.527
12 C 0.641 -4.366 -1.210  -0.046
13 C 0.328 -3.632 1.130  -0.073
14 C -1.484 -3.234 -0.454  -0.060
15 C -0.409 -0.883 -2.921  -0.529
16 C 0.053 0.176 -3.934  -0.074
17 C -1.759 -0.388 -2.372  -0.048
18 C -0.585 -2.176 -3.727  -0.054
19 H 1.802 0.804 -2.284  0.097
20 H 2.159 -1.902 1.036  0.100
21 H 2.982 2.384 -0.859  0.071
22 H 4.127 1.388 -1.773  0.086
23 H 4.672 2.289 -0.350  0.084
24 H 2.289 1.748 1.444  0.060
25 H 3.961 1.596 1.976  0.086
26 H 2.857 0.231 2.185  0.084
27 H 5.041 -0.766 -0.725  0.086
28 H 4.558 -1.218 0.911  0.077
29 H 5.599 0.194 0.660  0.077
30 H 0.197 -5.333 -0.952  0.080
31 H 1.720 -4.430 -1.049  0.086
32 H 0.475 -4.186 -2.270  0.057
33 H 1.390 -3.809 1.308  0.074
34 H -0.203 -4.556 1.371  0.082
35 H -0.025 -2.850 1.806  0.071
36 H -1.837 -3.103 -1.473  0.053
37 H -1.890 -2.430 0.165  0.050
38 H -1.887 -4.185 -0.093  0.084
39 H 0.114 1.169 -3.486  0.079
40 H -0.671 0.228 -4.751  0.082
41 H 1.028 -0.074 -4.355  0.090
42 H -1.656 0.636 -1.987  0.077
43 H -2.152 -1.010 -1.570  0.056
44 H -2.512 -0.337 -3.165  0.090
45 H 0.379 -2.504 -4.120  0.090
46 H -1.256 -1.996 -4.573  0.080
47 H -1.003 -2.991 -3.146  0.047
48 F 0.229 3.351 2.716  0.162
49 C 0.344 4.285 1.772  -0.548
50 F -0.182 5.424 2.257  0.155
51 F 1.659 4.500 1.591  0.154
52 C -0.326 3.809 0.444  -0.334
53 O 0.009 2.546 0.191  -0.230
54 C -1.878 3.971 0.583  -0.548
55 F -2.299 3.568 1.785  0.161
56 F -2.285 5.247 0.423  0.148
57 F -2.509 3.237 -0.335  0.158
58 C 0.168 4.723 -0.723  -0.543
59 F -0.633 4.597 -1.793  0.159
60 F 1.398 4.374 -1.111  0.155
61 F 0.207 6.030 -0.404  0.151
62 C -2.557 0.504 3.811  -0.090
63 C -2.746 -0.332 2.531  -0.807
64 C -4.074 0.084 1.873  -0.087
65 C -2.859 -1.810 2.948  -0.093
66 N -1.658 -0.115 1.630  -0.266
67 H -3.390 0.381 4.514  0.064
68 H -2.470 1.558 3.546  0.054
69 H -1.631 0.203 4.305  0.064
70 H -4.933 -0.068 2.538  0.065
71 H -4.227 -0.501 0.963  0.062
72 H -4.027 1.139 1.593  0.058
73 H -3.658 -1.971 3.681  0.064
74 H -1.912 -2.138 3.384  0.062
75 H -3.065 -2.434 2.075  0.054

Molecular formula: C25H38N5O2PS
Method: DFT, wB97M-V/def2-TZVPD

LUMO level (eV): -2.138
DFT total energy (Ha): -2139.1883
Kohn-Sham gap (eV): 4.264

Last column: Löwdin charge in e.
Geometry (Å):
1 C -0.123 -4.435 -4.650  -0.100
2 N -0.369 -4.828 -3.273  -0.255
3 C -1.439 -5.801 -3.165  -0.088
4 C -0.087 -3.940 -2.203  -0.259
5 C -0.871 -2.786 -1.997  -0.021
6 C -0.607 -1.954 -0.918  -0.076
7 C 0.521 -2.175 -0.117  -0.210
8 C 0.836 -1.149 0.940  -0.139
9 C 0.024 -1.121 2.152  -0.112
10 C 0.477 -0.279 3.207  -0.436
11 O 1.483 0.456 3.110  -0.028
12 N -0.261 -0.297 4.420  -0.058
13 C 0.358 0.404 5.529  -0.080
14 C -1.648 -0.392 4.374  -0.733
15 S -2.689 0.431 5.400  0.623
16 N -2.103 -1.179 3.330  -0.060
17 C -3.495 -1.589 3.409  -0.091
18 C -1.247 -1.747 2.339  -0.367
19 O -1.630 -2.753 1.697  0.009
20 C 1.358 -3.266 -0.356  -0.026
21 C 1.062 -4.153 -1.392  -0.003
22 H 0.691 -3.711 -4.729  0.081
23 H 0.162 -5.312 -5.241  0.077
24 H -1.003 -3.991 -5.143  0.073
25 H -1.573 -6.026 -2.103  0.091
26 H -2.386 -5.399 -3.574  0.080
27 H -1.129 -6.709 -3.710  0.082
28 H -1.748 -2.613 -2.635  0.119
29 H -1.289 -1.129 -0.688  0.115
30 H 1.892 -1.019 1.177  0.124
31 H -0.329 0.336 6.362  0.034
32 H 1.310 -0.062 5.787  0.096
33 H 0.519 1.457 5.293  0.078
34 H -3.722 -2.239 2.572  0.079
35 H -3.685 -2.098 4.359  0.083
36 H -4.112 -0.690 3.381  0.055
37 H 2.218 -3.464 0.307  0.121
38 H 1.658 -5.056 -1.570  0.112
39 C 2.616 1.256 -3.496  -0.032
40 C 1.253 1.721 -3.015  -0.645
41 C 0.833 2.983 -3.764  -0.041
42 C 0.211 0.629 -3.230  -0.075
43 N 1.339 2.003 -1.551  -0.188
44 P -0.145 2.089 -0.661  1.268
45 H 0.703 -0.201 0.516  0.033
46 N 0.705 2.857 0.634  -0.171
47 C -0.086 3.521 1.718  -0.630
48 C 0.803 3.674 2.938  -0.029
49 C -1.275 2.619 2.026  -0.059
50 C -0.570 4.890 1.251  -0.040
51 C 1.871 3.433 0.156  -0.088
52 C 2.226 2.953 -1.070  -0.100
53 H 2.979 0.418 -2.888  0.105
54 H 2.519 0.930 -4.537  0.098
55 H 3.350 2.066 -3.455  0.079
56 H -0.150 3.345 -3.434  0.086
57 H 1.569 3.786 -3.647  0.087
58 H 0.759 2.747 -4.830  0.097
59 H -0.802 0.961 -2.962  0.062
60 H 0.201 0.372 -4.295  0.101
61 H 0.448 -0.281 -2.669  0.076
62 H 1.620 4.377 2.745  0.079
63 H 0.192 4.057 3.764  0.104
64 H 1.230 2.703 3.220  0.073
65 H -1.979 2.566 1.184  0.062
66 H -0.939 1.607 2.282  0.076
67 H -1.807 3.017 2.897  0.102
68 H -1.214 4.809 0.365  0.084
69 H -1.157 5.346 2.054  0.099
70 H 0.270 5.558 1.026  0.086
71 H 2.356 4.200 0.737  0.126
72 H 3.050 3.265 -1.691  0.123

Molecular formula: C25H40AsINPRu
Method: DFT, wB97M-V/def2-TZVPD

LUMO level (alpha / beta) (eV): -6.558 / -8.719
DFT total energy (Ha): -4000.5201
Multiplicity: 5
Charge: +2
Kohn-Sham gap (alpha / beta) (eV): 7.380 / 5.253

Last column: Löwdin spin population.
Geometry (Å):
1 Ru 1.007 -0.662 0.887  2.300
2 C 1.498 -3.898 -2.328  0.000
3 C 1.506 -2.928 -1.167  0.005
4 C 2.360 -1.728 -1.492  0.046
5 P -0.004 -2.392 -0.415  0.035
6 C -1.074 -3.833 0.124  0.013
7 C -0.403 -4.899 0.966  0.006
8 C -2.204 -3.168 0.923  0.002
9 C -1.055 -1.410 -1.499  0.117
10 C -1.714 -1.922 -2.597  0.016
11 C -2.649 -1.140 -3.288  0.183
12 C -3.572 -1.738 -4.265  0.037
13 C -2.775 0.210 -2.949  0.000
14 C -2.164 0.752 -1.863  0.111
15 C -1.247 -0.037 -1.113  0.074
16 N -0.526 0.422 -0.056  0.365
17 C -0.687 1.731 0.432  0.036
18 C -0.275 2.830 -0.325  0.027
19 C 0.303 2.652 -1.689  0.003
20 C -0.319 4.093 0.291  -0.002
21 C -0.782 4.297 1.592  0.018
22 C -1.030 5.653 2.156  0.004
23 C -1.218 3.168 2.306  0.000
24 C -1.161 1.887 1.786  0.023
25 C -1.714 0.695 2.545  0.017
26 H 2.513 -4.082 -2.746  0.000
27 H 0.830 -3.534 -3.116  0.000
28 H 1.155 -4.891 -2.043  0.000
29 H 1.977 -3.498 -0.372  0.001
30 H 1.842 -0.969 -2.103  0.003
31 H 3.288 -1.958 -2.060  0.005
32 H 2.701 -1.178 -0.576  0.016
33 H -1.498 -4.217 -0.820  0.002
34 H -0.254 -4.580 1.998  0.004
35 H 0.544 -5.210 0.578  0.001
36 H -1.029 -5.799 0.913  0.002
37 H -1.857 -2.805 1.894  0.000
38 H -2.912 -3.975 1.128  0.000
39 H -2.745 -2.393 0.405  0.001
40 H -1.565 -2.959 -2.921  -0.002
41 H -4.419 -2.060 -3.642  0.018
42 H -3.227 -2.657 -4.774  0.004
43 H -3.877 -0.981 -4.984  0.004
44 H -3.446 0.845 -3.512  -0.003
45 H -2.373 1.764 -1.602  0.005
46 H 0.719 1.644 -1.897  0.001
47 H 1.143 3.331 -1.854  0.000
48 H -0.407 2.865 -2.522  0.001
49 H -0.141 4.929 -0.363  0.000
50 H -0.407 5.768 3.055  0.001
51 H -2.073 5.761 2.446  0.001
52 H -0.832 6.407 1.455  0.000
53 H -1.640 3.288 3.311  0.000
54 H -0.923 0.034 2.939  0.009
55 H -2.396 0.111 1.978  0.000
56 H -2.317 0.994 3.380  0.001
57 C 2.019 2.327 3.215  0.006
58 As 2.503 1.263 1.587  0.021
59 C 3.235 2.583 0.358  -0.002
60 C 4.274 0.464 2.106  0.013
61 H 2.922 2.755 3.604  0.001
62 H 1.522 1.642 3.930  0.000
63 H 1.300 3.138 2.919  0.000
64 H 3.816 3.275 0.944  0.000
65 H 2.538 3.143 -0.231  0.000
66 H 3.866 2.024 -0.356  0.000
67 H 5.009 1.264 2.261  0.000
68 H 4.540 -0.235 1.358  0.000
69 H 4.141 -0.051 3.023  0.005
70 I 1.840 -2.223 2.746  0.448

Molecular formula: C25H40BO4Pd
Method: DFT, wB97M-V/def2-TZVPD

LUMO level (alpha / beta) (eV): 2.383 / 2.382
DFT total energy (Ha): -1430.1811
Multiplicity: 3
Charge: -1
Kohn-Sham gap (alpha / beta) (eV): 3.571 / 4.433

Last column: Löwdin spin population.
Geometry (Å):
1 O 0.024 -0.704 -5.124  0.000
2 C 0.010 0.576 -5.811  0.000
3 C -0.039 0.017 -7.217  0.000
4 H 0.932 1.068 -5.508  0.000
5 H -0.898 1.135 -5.565  0.000
6 C -0.012 -1.326 -6.427  0.000
7 H 0.886 0.230 -7.782  0.000
8 H -0.974 0.187 -7.756  0.000
9 C 1.292 -2.007 -6.748  0.000
10 H 2.088 -1.269 -6.555  0.000
11 H 1.304 -2.287 -7.811  0.000
12 H 1.452 -2.893 -6.128  0.000
13 C -1.273 -2.161 -6.526  0.000
14 H -2.153 -1.588 -6.205  0.000
15 H -1.197 -3.042 -5.873  0.000
16 H -1.436 -2.507 -7.554  0.000
17 Pd -0.539 -1.022 1.828  0.959
18 C -2.731 -1.596 2.490  0.086
19 C -2.584 -0.230 2.898  0.116
20 C -2.353 0.556 1.728  0.108
21 H -2.645 0.147 3.911  0.005
22 C -2.363 -0.320 0.608  0.060
23 C -2.632 -1.643 1.062  -0.012
24 H -2.756 -2.486 0.389  -0.002
25 H -2.912 -2.434 3.147  0.005
26 H -2.210 1.629 1.662  0.003
27 H -2.233 -0.056 -0.423  0.003
28 C 0.868 -2.592 2.974  0.114
29 C 0.013 -3.282 2.057  0.043
30 C 0.417 -2.926 0.730  0.014
31 H -0.765 -3.990 2.329  0.001
32 C 1.466 -1.959 0.832  0.092
33 C 1.777 -1.795 2.215  0.118
34 H 2.601 -1.191 2.586  0.003
35 H 0.873 -2.699 4.055  0.006
36 H 0.037 -3.366 -0.190  -0.001
37 H 1.966 -1.479 -0.004  0.003
38 O 1.214 -0.215 -2.701  0.000
39 C -0.062 -0.920 -2.542  0.000
40 C -1.196 0.112 -2.766  0.000
41 H -0.135 -1.334 -1.486  -0.001
42 H -0.119 -1.772 -3.228  0.000
43 C -0.447 1.449 -2.910  0.000
44 H -1.733 0.151 -1.812  0.000
45 H -1.952 -0.161 -3.523  0.000
46 C 0.870 1.134 -2.171  0.001
47 H -1.058 2.297 -2.571  0.000
48 H -0.137 1.686 -3.949  0.000
49 H 0.687 1.146 -1.067  0.001
50 H 1.690 1.834 -2.385  0.000
51 C -0.731 3.045 4.441  0.002
52 C 0.600 2.427 4.053  0.014
53 C 1.618 3.541 3.961  0.002
54 O 0.485 1.748 2.784  0.033
55 B 0.291 0.391 3.051  0.178
56 O 0.532 0.084 4.390  0.023
57 C 1.037 1.282 5.030  0.011
58 C 2.552 1.152 5.176  0.002
59 C 0.466 1.395 6.418  0.001
60 H -1.515 2.297 4.595  0.000
61 H -1.047 3.740 3.660  0.000
62 H -0.627 3.630 5.362  0.001
63 H 1.302 4.283 3.220  0.000
64 H 1.664 4.042 4.939  0.001
65 H 2.625 3.181 3.712  0.000
66 H 2.945 2.000 5.757  0.001
67 H 2.793 0.237 5.739  0.000
68 H 3.067 1.128 4.202  0.000
69 H -0.624 1.483 6.409  0.000
70 H 0.759 0.524 7.012  0.000
71 H 0.883 2.287 6.905  0.001